{
  "formula": "C40H53N4O4PPtS2Se2",
  "method": "ωB97M-V/def2-TZVPD",
  "e_homo_ev": -2.40,
  "charge": -2,
  "e_tot_ev": -221395.02771,
  "mol_weight_g_mol": 1101.99,
  "gap_ha": 0.2336,
  "e_lumo_ev": 4.0,
  "species": ["Pt", "O", "C", "C", "C", "O", "C", "Se", "C", "Se", "H", "H", "H", "H", "H", "H", "H", "H", "H", "H", "S", "C", "C", "C", "C", "N", "C", "C", "C", "S", "C", "N", "H", "H", "C", "C", "C", "C", "P", "N", "C", "C", "C", "C", "C", "C", "C", "C", "H", "H", "H", "H", "H", "H", "H", "H", "H", "H", "H", "H", "H", "H", "H", "H", "H", "H", "H", "H", "H", "H", "H", "H", "H", "H", "H", "C", "C", "C", "C", "C", "C", "N", "C", "C", "C", "C", "C", "C", "C", "O", "O", "C", "C", "H", "H", "H", "H", "H", "H", "H", "H", "H", "H", "H", "H", "H", "H"],
  "xyz": [[-1.346485, -1.348195, 0.286483], [-1.356227, -4.384445, -3.755906], [-2.437795, -3.945497, -2.921765], [-2.818992, -2.487976, -3.193826], [-3.497510, -2.392937, -4.570175], [-2.692508, -2.849191, -5.648773], [-3.840155, -1.994579, -2.167062], [-3.502750, -2.309416, -0.270819], [-1.599166, -1.561464, -3.196532], [-0.202938, -1.859418, -1.869705], [-0.564813, -3.996364, -3.344453], [-2.170820, -4.068149, -1.872348], [-3.287539, -4.600234, -3.138149], [-3.759283, -1.348897, -4.775243], [-4.433809, -2.969979, -4.536891], [-2.073979, -3.498914, -5.274783], [-4.797248, -2.508902, -2.311674], [-4.010679, -0.927184, -2.318680], [-1.940583, -0.533033, -3.088032], [-1.078810, -1.637483, -4.153127], [-2.313480, -0.951623, 2.416713], [-1.622992, -2.238609, 3.364474], [-1.816102, -2.232933, 4.745790], [-1.320402, -3.240959, 5.563124], [-1.549927, -3.182833, 6.976226], [-1.748375, -3.117211, 8.108587], [-0.603394, -4.299869, 4.982805], [-0.404099, -4.311767, 3.609388], [-0.896833, -3.301391, 2.780598], [-0.611854, -3.417873, 1.068814], [-0.081151, -5.365457, 5.787061], [0.331755, -6.224555, 6.432647], [-2.370208, -1.417270, 5.193130], [0.153854, -5.125852, 3.164191], [-1.730069, 4.166835, -2.379454], [-1.869510, 2.650838, -2.202636], [-3.006581, 2.169815, -3.115515], [-0.588960, 1.987292, -2.738603], [-2.169313, 1.967112, -0.432805], [-1.859166, 0.482103, -0.463827], [-3.980891, 2.396015, 0.017700], [-4.489261, 3.789114, -0.368553], [-4.187896, 2.229702, 1.529093], [-4.876953, 1.332700, -0.633417], [-1.065443, 3.000298, 0.735904], [0.363206, 2.979162, 0.170671], [-0.965199, 2.275861, 2.086093], [-1.473703, 4.453924, 1.000526], [-1.625755, 4.380776, -3.450045], [-0.838317, 4.555250, -1.889159], [-2.592212, 4.726044, -2.017235], [-2.712183, 2.333137, -4.157704], [-3.939849, 2.706936, -2.952926], [-3.191490, 1.104589, -2.981506], [-0.580207, 2.066877, -3.831527], [-0.540811, 0.936252, -2.454175], [0.314337, 2.467070, -2.370270], [-3.890774, 4.591668, 0.063222], [-5.511685, 3.901471, 0.012408], [-4.531868, 3.937659, -1.446154], [-3.724698, 3.027615, 2.108083], [-3.810239, 1.270979, 1.884469], [-5.264030, 2.258925, 1.733597], [-4.928225, 1.420806, -1.716430], [-5.895309, 1.448090, -0.243540], [-4.523621, 0.330748, -0.385511], [0.645382, 1.968777, -0.130102], [1.052090, 3.301947, 0.958363], [0.494448, 3.655924, -0.673446], [-0.608199, 1.258007, 1.952740], [-1.900255, 2.238787, 2.637102], [-0.235588, 2.813468, 2.704261], [-1.602843, 5.043168, 0.093761], [-0.684100, 4.930596, 1.593253], [-2.393166, 4.521265, 1.583013], [7.689251, -1.314637, -2.876841], [7.199612, -0.568673, -1.660133], [7.878908, 0.580694, -1.256843], [7.435248, 1.298116, -0.159513], [6.326528, 0.880275, 0.556096], [5.646482, -0.283142, 0.182586], [4.521135, -0.756296, 0.830227], [3.948024, -0.317602, 2.019786], [4.715828, 0.087755, 3.116307], [4.110152, 0.459290, 4.304784], [2.729195, 0.426710, 4.434765], [1.963665, 0.007303, 3.358142], [2.545342, -0.368299, 2.152605], [1.640289, -0.864423, 1.035653], [0.423738, -0.529665, 1.194687], [2.111079, -1.537239, 0.109683], [6.087321, -1.010186, -0.946674], [5.315164, -2.238796, -1.345231], [8.548368, -0.804102, -3.312652], [6.915171, -1.386348, -3.643296], [7.994390, -2.334284, -2.630556], [8.744556, 0.914777, -1.817262], [7.946842, 2.206333, 0.137814], [5.962778, 1.475702, 1.379933], [3.822150, -1.254725, 0.268817], [5.794633, 0.068055, 3.047085], [4.729933, 0.757553, 5.142845], [2.254032, 0.707958, 5.365785], [0.884013, -0.040849, 3.426820], [5.183923, -2.905877, -0.489941], [5.809505, -2.794273, -2.138299], [4.306948, -1.988248, -1.688987]],
  "atomic_forces_ev_per_a": [[0.07, -0.02, 0.11], [0.01, 0.00, 0.01], [-0.01, 0.00, 0.01], [0.00, 0.00, 0.01], [-0.01, 0.00, 0.00], [0.00, 0.01, -0.01], [0.03, 0.00, 0.00], [0.02, -0.02, -0.02], [0.01, 0.02, 0.00], [0.02, 0.00, 0.04], [0.00, 0.00, 0.00], [0.00, 0.00, 0.00], [0.00, 0.00, 0.00], [0.00, 0.00, 0.00], [0.00, 0.00, 0.00], [0.00, 0.00, 0.00], [0.00, 0.00, 0.00], [0.01, 0.00, 0.00], [0.00, -0.01, -0.01], [0.00, 0.00, 0.00], [0.05, -0.02, -0.02], [-0.03, 0.00, 0.01], [0.00, 0.00, 0.01], [-0.01, 0.00, 0.01], [0.00, 0.00, 0.00], [0.00, 0.00, 0.00], [0.02, -0.01, -0.03], [0.00, -0.02, 0.00], [-0.01, -0.01, -0.03], [-0.05, 0.01, 0.01], [-0.02, 0.03, 0.04], [0.01, -0.02, -0.02], [0.00, 0.00, 0.00], [0.00, 0.00, 0.00], [-0.01, 0.00, 0.01], [0.02, 0.00, 0.00], [0.00, 0.02, -0.02], [0.01, -0.01, 0.01], [0.19, 0.06, 0.07], [-0.27, -0.06, -0.02], [0.00, -0.02, -0.01], [0.01, 0.01, -0.01], [0.03, -0.01, 0.00], [-0.03, -0.01, -0.02], [-0.01, 0.01, -0.01], [0.00, 0.00, -0.01], [0.00, 0.00, -0.01], [0.00, 0.00, 0.01], [0.00, 0.00, 0.00], [-0.03, 0.01, 0.00], [-0.02, 0.00, 0.01], [0.00, 0.00, 0.00], [0.00, 0.02, 0.00], [0.01, 0.01, -0.01], [0.00, -0.01, 0.00], [0.00, 0.01, 0.00], [0.02, 0.02, 0.02], [-0.03, -0.02, -0.03], [0.00, 0.00, -0.01], [0.01, 0.00, -0.03], [0.00, 0.00, 0.00], [0.01, 0.00, 0.00], [0.00, 0.00, 0.00], [-0.02, 0.00, 0.05], [0.00, 0.00, 0.00], [0.01, 0.00, 0.03], [0.00, 0.00, 0.02], [0.01, -0.01, 0.00], [0.01, -0.02, 0.00], [0.00, 0.00, -0.01], [-0.03, 0.00, -0.01], [0.00, 0.00, 0.00], [0.01, 0.01, -0.03], [0.01, 0.00, 0.00], [0.02, 0.00, 0.00], [0.00, 0.00, 0.00], [0.01, 0.00, -0.01], [-0.01, -0.01, 0.00], [0.00, 0.00, 0.01], [-0.01, -0.01, -0.01], [0.02, 0.01, -0.01], [-0.01, -0.05, 0.00], [-0.05, 0.01, 0.02], [0.00, -0.01, 0.00], [0.01, 0.00, 0.00], [0.01, -0.01, -0.01], [-0.01, 0.00, 0.00], [0.02, 0.03, -0.02], [0.00, -0.06, -0.03], [-0.01, 0.10, -0.11], [0.05, 0.01, 0.05], [-0.01, 0.00, 0.01], [0.00, 0.00, 0.00], [0.00, 0.00, 0.00], [0.00, 0.00, 0.00], [0.00, 0.00, 0.00], [0.00, 0.00, 0.00], [0.00, 0.00, 0.00], [-0.01, -0.01, 0.02], [-0.02, 0.04, -0.01], [0.01, 0.01, -0.02], [0.00, 0.00, 0.00], [0.00, 0.00, 0.00], [0.00, -0.01, 0.00], [0.01, 0.00, 0.00], [0.00, 0.00, 0.00], [0.00, 0.00, 0.00]],
  "lowdin_charge": [0.535, -0.109, -0.243, -0.574, -0.227, -0.077, -0.514, 0.605, -0.517, 0.675, 0.034, 0.060, 0.132, 0.124, 0.115, 0.057, 0.061, 0.039, 0.023, 0.065, 0.589, -0.647, -0.072, -0.212, -0.200, 0.131, -0.211, -0.068, -0.644, 0.560, -0.197, 0.133, 0.109, 0.111, -0.096, -0.575, -0.105, -0.103, 0.813, -0.413, -0.588, -0.094, -0.104, -0.110, -0.583, -0.093, -0.115, -0.095, 0.080, 0.055, 0.056, 0.081, 0.055, 0.050, 0.082, 0.017, 0.060, 0.055, 0.079, 0.053, 0.057, 0.030, 0.080, 0.052, 0.081, 0.020, 0.079, 0.084, 0.054, 0.017, 0.048, 0.084, 0.053, 0.080, 0.057, -0.067, -0.246, -0.090, -0.108, -0.039, -0.187, 0.104, -0.173, -0.049, -0.106, -0.096, -0.016, -0.036, -0.591, -0.264, -0.057, -0.161, -0.029, 0.064, 0.081, 0.077, 0.091, 0.092, 0.095, 0.084, 0.101, 0.092, 0.093, 0.110, 0.093, 0.061, 0.094]
}

=====

{
  "formula": "C40H54AsBrN3O3S2Si3Sr",
  "method": "ωB97M-V/def2-TZVPD",
  "e_homo_ev": -9.03,
  "charge": 1,
  "e_tot_ev": -229989.20029,
  "mol_weight_g_mol": 1015.73,
  "gap_ha": 0.2500,
  "e_lumo_ev": -2.2,
  "species": ["Sr", "O", "S", "C", "C", "C", "C", "S", "O", "C", "C", "C", "C", "C", "C", "C", "C", "C", "C", "C", "C", "H", "H", "H", "H", "H", "H", "H", "H", "H", "H", "H", "H", "H", "H", "H", "H", "H", "H", "Br", "C", "C", "C", "C", "C", "C", "N", "N", "C", "C", "C", "C", "O", "C", "N", "C", "C", "C", "C", "H", "H", "H", "H", "H", "H", "H", "H", "H", "C", "Si", "C", "C", "As", "Si", "C", "C", "C", "Si", "C", "C", "C", "H", "H", "H", "H", "H", "H", "H", "H", "H", "H", "H", "H", "H", "H", "H", "H", "H", "H", "H", "H", "H", "H", "H", "H", "H", "H", "H"],
  "xyz": [[-0.275088, -0.725023, 0.858425], [-2.378874, 0.697356, 0.986676], [-3.205198, 1.917243, 1.305769], [-4.814235, 1.305617, 1.849133], [-5.456610, 0.284711, 0.905558], [-5.839614, -1.035697, 1.577451], [-4.652943, -1.842395, 2.088210], [-3.629451, -2.813019, 0.914784], [-2.374216, -1.990620, 0.812165], [-4.476812, -2.622223, -0.636499], [-4.053162, -1.670531, -1.550162], [-4.708702, -1.565662, -2.766767], [-5.771813, -2.410632, -3.059079], [-6.175949, -3.372117, -2.142872], [-5.520047, -3.490820, -0.926158], [-3.716112, 2.588251, -0.268816], [-4.560994, 3.692232, -0.307719], [-4.891414, 4.244541, -1.532981], [-4.368444, 3.707444, -2.704727], [-3.512748, 2.619351, -2.651217], [-3.180485, 2.054166, -1.426158], [-5.423567, 2.202466, 1.971811], [-4.633078, 0.913909, 2.852923], [-4.775493, 0.084428, 0.078229], [-6.351175, 0.722478, 0.462638], [-6.428520, -1.630102, 0.877274], [-6.492441, -0.842714, 2.432978], [-4.952425, -2.553407, 2.858267], [-3.882664, -1.193135, 2.509706], [-3.222945, -1.023628, -1.298910], [-4.389341, -0.824346, -3.487359], [-6.279652, -2.328408, -4.010584], [-6.992194, -4.040717, -2.380106], [-5.814787, -4.257189, -0.218669], [-4.946252, 4.131652, 0.604789], [-5.548739, 5.102373, -1.575756], [-4.622022, 4.149954, -3.658602], [-3.087873, 2.215525, -3.560993], [-2.497395, 1.219100, -1.360661], [6.315538, -4.037700, -5.872939], [6.057722, -4.701371, -4.122546], [4.777104, -5.028309, -3.702474], [4.580928, -5.500398, -2.416372], [5.668943, -5.651358, -1.563784], [6.952677, -5.373856, -2.008732], [7.148936, -4.872894, -3.287524], [5.523196, -6.246852, -0.263978], [4.752049, -5.781068, 0.583859], [4.076854, -4.533820, 0.400058], [4.698836, -3.375753, 0.016303], [4.012794, -2.153231, -0.039081], [2.665883, -2.052112, 0.275548], [1.977738, -0.947835, 0.205066], [2.015894, -3.265518, 0.726640], [0.697699, -3.170047, 1.066289], [0.064915, -4.257239, 1.447063], [0.680814, -5.513545, 1.557585], [2.004541, -5.626607, 1.239305], [2.714463, -4.488600, 0.798033], [3.940967, -4.912814, -4.377999], [3.584806, -5.754336, -2.078088], [7.793474, -5.544996, -1.349421], [8.143828, -4.634591, -3.636646], [5.748081, -3.394078, -0.248479], [4.542409, -1.268797, -0.366600], [-0.987663, -4.143765, 1.686008], [0.108567, -6.367172, 1.892633], [2.523848, -6.572557, 1.318170], [-1.093690, 5.068005, 0.357858], [0.089661, 4.417939, 1.661071], [-0.782613, 4.066538, 3.283082], [1.369970, 5.751869, 1.955166], [0.925104, 2.366580, 0.869594], [1.813518, 2.892214, -1.259914], [0.325312, 2.882231, -2.401384], [3.005712, 1.565777, -1.800785], [2.629721, 4.571697, -1.306300], [2.670684, 1.812645, 2.376525], [3.081875, 3.189846, 3.569530], [4.212074, 1.309294, 1.470627], [1.969684, 0.368748, 3.363343], [-1.765825, 5.812611, 0.793618], [-1.703647, 4.291733, -0.104093], [-0.535314, 5.563563, -0.440244], [-1.341445, 4.945224, 3.616622], [-0.059332, 3.824840, 4.064713], [-1.481191, 3.233950, 3.202173], [0.873077, 6.725803, 1.922188], [2.151355, 5.756345, 1.194802], [1.848532, 5.659727, 2.929006], [-0.150758, 1.898106, -2.403667], [0.637422, 3.100095, -3.426550], [-0.427185, 3.618104, -2.113775], [2.697786, 0.575685, -1.457741], [4.009526, 1.752583, -1.417474], [3.062696, 1.557294, -2.892862], [1.925955, 5.379409, -1.097486], [3.050431, 4.750169, -2.299665], [3.446577, 4.638247, -0.584902], [3.497628, 4.056660, 3.054897], [3.839154, 2.825104, 4.269270], [2.224658, 3.520423, 4.158081], [4.718896, 2.173799, 1.036542], [3.960442, 0.605446, 0.680961], [4.907411, 0.822998, 2.160153], [0.981404, 0.608148, 3.770314], [2.614115, 0.118321, 4.209655], [1.918200, -0.526990, 2.737128]],
  "atomic_forces_ev_per_a": [[0.05, 0.18, 0.04], [-0.16, 0.20, 0.07], [0.09, 0.07, -0.07], [-0.11, -0.06, 0.05], [0.02, -0.03, -0.04], [0.07, 0.04, 0.00], [-0.08, 0.01, 0.00], [-0.04, 0.07, 0.12], [0.32, -0.39, -0.19], [-0.05, -0.01, -0.04], [0.00, -0.01, 0.00], [-0.02, -0.01, 0.00], [0.01, 0.01, 0.00], [0.00, -0.01, 0.01], [-0.01, 0.01, -0.01], [0.02, 0.00, -0.05], [0.02, -0.02, 0.04], [0.00, -0.01, -0.01], [-0.01, 0.01, 0.01], [0.01, -0.02, -0.01], [-0.02, 0.02, -0.01], [0.00, 0.01, 0.03], [0.02, -0.03, -0.01], [-0.01, -0.02, 0.00], [0.02, 0.02, -0.02], [-0.02, -0.01, 0.01], [0.00, 0.03, -0.01], [-0.04, -0.02, -0.04], [-0.01, -0.03, 0.07], [0.00, -0.02, 0.01], [0.00, 0.00, -0.01], [0.00, 0.00, 0.00], [0.00, 0.00, 0.00], [0.01, 0.00, 0.01], [0.00, 0.00, 0.01], [0.00, 0.00, 0.00], [0.00, 0.00, 0.00], [0.00, 0.00, 0.00], [0.02, 0.00, 0.00], [0.01, 0.02, -0.05], [-0.01, -0.02, 0.05], [-0.01, 0.00, -0.01], [0.06, 0.01, -0.02], [0.03, -0.01, 0.01], [-0.03, 0.02, -0.06], [0.01, -0.01, 0.02], [-0.05, -0.01, 0.04], [0.05, -0.03, -0.02], [-0.07, -0.05, 0.03], [-0.03, 0.10, -0.01], [0.05, -0.05, -0.08], [-0.06, -0.10, 0.10], [-0.13, 0.02, -0.04], [0.02, 0.09, -0.03], [-0.02, 0.00, -0.05], [-0.04, -0.02, 0.08], [-0.02, -0.01, 0.01], [0.01, 0.00, -0.02], [0.07, 0.03, -0.01], [0.00, 0.00, 0.00], [0.00, 0.00, 0.02], [0.00, 0.00, 0.01], [0.00, 0.00, 0.00], [-0.01, -0.01, 0.00], [-0.02, 0.03, 0.00], [0.01, -0.01, 0.02], [-0.01, 0.01, 0.00], [0.00, 0.00, 0.00], [-0.04, -0.01, -0.03], [0.01, 0.08, 0.02], [-0.04, 0.00, 0.01], [0.06, 0.02, -0.01], [0.07, -0.06, 0.02], [0.04, -0.02, 0.01], [-0.04, -0.01, -0.02], [0.03, -0.05, -0.01], [0.01, 0.06, -0.01], [-0.01, -0.01, 0.02], [-0.02, 0.05, 0.05], [0.03, -0.02, -0.01], [-0.01, 0.00, 0.00], [0.02, 0.01, 0.01], [-0.01, -0.02, 0.01], [0.01, -0.01, 0.00], [0.02, 0.01, -0.01], [0.00, -0.01, -0.01], [-0.01, 0.00, 0.01], [-0.01, -0.01, 0.01], [-0.02, 0.01, 0.01], [-0.01, -0.02, 0.01], [0.01, -0.01, -0.01], [0.01, 0.01, 0.01], [0.00, 0.01, 0.01], [-0.02, 0.02, -0.01], [0.01, 0.02, 0.00], [0.00, 0.02, 0.00], [0.00, -0.01, 0.00], [-0.01, -0.02, 0.00], [0.00, -0.01, 0.00], [0.01, -0.01, -0.01], [0.00, -0.01, 0.00], [0.01, 0.00, -0.01], [-0.02, 0.00, -0.01], [0.02, -0.03, -0.01], [0.00, 0.01, 0.00], [0.01, -0.01, -0.01], [0.00, 0.02, 0.00], [0.00, -0.02, -0.02]],
  "lowdin_charge": [1.425, -0.687, 0.990, -0.304, -0.205, -0.210, -0.284, 1.036, -0.711, -0.399, -0.082, -0.050, -0.056, -0.058, -0.082, -0.403, -0.081, -0.055, -0.057, -0.060, -0.090, 0.094, 0.096, 0.080, 0.128, 0.107, 0.125, 0.092, 0.080, 0.092, 0.110, 0.113, 0.114, 0.120, 0.117, 0.115, 0.113, 0.114, 0.092, 0.742, -0.699, -0.119, -0.028, -0.289, -0.030, -0.118, 0.084, 0.074, -0.243, -0.010, 0.005, -0.387, -0.356, -0.150, 0.007, -0.141, -0.041, 0.014, -0.098, 0.102, 0.119, 0.118, 0.104, 0.121, 0.107, 0.087, 0.108, 0.117, -0.210, 0.254, -0.219, -0.204, 0.801, 0.271, -0.223, -0.207, -0.215, 0.280, -0.215, -0.201, -0.225, 0.042, -0.006, 0.030, 0.039, 0.019, -0.014, 0.041, 0.013, 0.018, 0.019, 0.041, 0.011, 0.006, 0.029, 0.041, 0.017, 0.040, 0.030, 0.027, 0.042, 0.016, 0.038, -0.014, 0.048, 0.026, 0.043, -0.004]
}